# C42H44F6InN2OS

C42H44F6InN2OS as an isolated structure (the ωB97M-V functional and the def2-TZVPD basis, OMol25).

## Properties
net charge = -1
spin multiplicity = 1
E_HOMO = -0.16769 Ha
frontier orbital gap = 6.509 eV
LUMO = 0.0715 hartree

Structure (XYZ):
```
97
Properties=species:S:1:pos:R:3:lowdin_charge:R:1
C 1.62110 -1.92336 3.41775 0.028
C 1.32683 -1.04638 2.63866 -0.296
C 0.97581 0.00026 1.70708 -0.268
In 1.58584 -0.67587 -0.34721 0.864
F 1.83304 -2.70394 -0.21156 -0.415
C 3.51397 0.16966 -1.03846 -0.283
C 3.46558 0.39206 -2.56054 -0.368
C 2.87690 1.76178 -2.92254 -0.145
C 0.00719 -0.37529 -1.86661 -0.239
C -1.42197 -0.53082 -1.30000 -0.307
C -2.21375 -1.62381 -2.01010 -0.290
C -1.63757 -3.01618 -1.73773 -0.431
S -0.82328 -3.72823 -3.20985 0.973
C 0.82451 -3.85890 -2.72191 -0.743
N 1.82697 -3.36288 -3.36753 0.047
N 2.95513 -3.72513 -2.65506 0.048
C 2.53268 -4.37227 -1.63292 -0.240
O 1.20078 -4.53891 -1.61234 0.020
H 1.91315 -2.86509 3.81573 0.010
H 1.52599 0.89933 1.98885 0.035
H -0.09268 0.20110 1.79571 0.031
H 3.72683 1.11492 -0.53553 0.021
H 4.28172 -0.56713 -0.79996 0.020
H 4.45316 0.25272 -3.00942 0.087
H 2.83598 -0.37472 -3.01820 0.070
H 2.24200 1.71145 -3.80455 0.058
H 3.66598 2.49436 -3.09583 0.062
H 2.24439 2.09464 -2.10126 0.051
H 0.16591 0.58494 -2.35351 0.015
H 0.16551 -1.13802 -2.63105 0.013
H -1.97707 0.40100 -1.44109 0.094
H -1.39767 -0.76879 -0.23407 0.079
H -2.24935 -1.41797 -3.08104 0.098
H -3.24250 -1.58894 -1.65742 0.074
H -0.90974 -2.98029 -0.92828 0.082
H -2.41747 -3.72075 -1.46323 0.056
H 3.13948 -4.74383 -0.82860 0.106
F 3.84102 -6.27621 0.55052 0.053
C 4.77379 -6.12149 1.51214 -0.276
C 5.72355 -5.13218 1.35897 -0.004
C 6.67685 -4.97321 2.35337 -0.084
C 6.67191 -5.79870 3.46992 -0.107
C 5.70540 -6.78680 3.59596 -0.092
C 4.74103 -6.95309 2.61248 -0.018
H 5.70789 -4.50118 0.48037 0.124
H 7.42444 -4.19779 2.25498 0.104
H 7.41882 -5.66964 4.24179 0.096
H 5.69894 -7.43193 4.46442 0.100
H 3.97252 -7.70975 2.69193 0.116
F 0.27448 3.21315 -3.26834 0.064
C -0.06340 4.50795 -3.34216 -0.278
C 0.89988 5.42719 -3.71047 -0.011
C 0.54459 6.76608 -3.78664 -0.092
C -0.75180 7.16591 -3.48998 -0.103
C -1.70148 6.22228 -3.11794 -0.084
C -1.36007 4.88021 -3.04585 -0.004
H 1.90411 5.08947 -3.92818 0.118
H 1.28563 7.49904 -4.07770 0.100
H -1.02087 8.21290 -3.54715 0.094
H -2.70892 6.52412 -2.88167 0.070
H -2.08292 4.12655 -2.76340 0.118
F 5.61063 -0.65586 9.58012 0.036
C 5.15795 -0.85053 8.31714 -0.295
C 5.92256 -1.59649 7.44467 -0.029
C 5.45059 -1.79438 6.15352 -0.080
C 4.23953 -1.24522 5.75532 -0.085
C 3.49311 -0.49696 6.65392 -0.073
C 3.94895 -0.29644 7.94998 -0.025
H 6.86603 -2.01036 7.77502 0.111
H 6.03232 -2.38150 5.45541 0.100
H 3.87173 -1.39681 4.74931 0.079
H 2.55047 -0.06947 6.33961 0.107
H 3.38030 0.27825 8.66890 0.112
F -4.43652 5.70563 -1.97143 0.046
C -5.08775 6.48876 -1.08614 -0.277
C -5.89770 5.89102 -0.14263 -0.012
C -6.56140 6.69961 0.76796 -0.084
C -6.41306 8.07902 0.71987 -0.100
C -5.59373 8.65371 -0.24159 -0.085
C -4.91875 7.85689 -1.15483 -0.016
H -5.99966 4.81456 -0.12665 0.119
H -7.19539 6.24824 1.51908 0.104
H -6.93426 8.70452 1.43185 0.099
H -5.47724 9.72830 -0.28306 0.103
H -4.27018 8.28407 -1.90761 0.113
F -5.02204 -2.95199 -1.25895 0.059
C -6.25757 -2.69177 -1.72042 -0.281
C -6.99126 -3.71731 -2.28223 -0.014
C -8.26565 -3.43937 -2.75431 -0.089
C -8.78185 -2.15372 -2.66616 -0.105
C -8.02067 -1.14030 -2.09980 -0.088
C -6.74736 -1.40513 -1.61753 -0.012
H -6.56486 -4.70909 -2.34634 0.118
H -8.85667 -4.23180 -3.19373 0.102
H -9.77491 -1.94214 -3.03939 0.097
H -8.41771 -0.13615 -2.03386 0.102
H -6.13674 -0.63341 -1.16877 0.119
```